Entry 1:
Here is a molecular structure, C11H27BBiF4N2PS5Sb from OMol25. Energies are from ωB97M-V/def2-TZVPD.

Calculated values
Total charge: -1
Lowest unoccupied orbital energy (eV): 2.1928
HOMO (eV): -5.070
Gap between HOMO and LUMO (eV): 7.26
ΔE to the lowest compared entry with this formula, charge and spin (kcal per mole): 0.0
Molar mass (g mol⁻¹): 796.204

```
53
Properties=species:S:1:pos:R:3:forces:R:3
Bi -0.8286 -0.4626 0.7458 -0.1 -0.1 -0.1
S 4.0365 -0.5774 1.2199 -0.1 -0.1 0.0
Sb 2.3529 -1.9929 0.6844 0.0 0.1 0.1
S 0.9355 -0.9074 -0.9985 0.0 0.0 0.1
S 0.5976 -1.7558 2.3849 0.0 0.0 0.0
S 2.6520 -4.1592 0.1845 0.0 0.1 0.0
C 1.4783 2.7570 -0.7888 0.0 0.0 0.0
C 1.7555 2.3223 0.6496 0.0 0.0 -0.1
P 0.2435 1.8795 1.5531 0.1 0.1 0.1
C 0.6636 1.7288 3.3235 0.0 0.0 0.0
C 1.8517 2.5580 3.8072 0.0 0.0 0.0
C -0.9036 3.2778 1.3601 0.0 -0.1 0.0
C -0.3691 4.6316 1.8176 0.0 0.0 0.0
H 2.4203 2.9886 -1.2870 0.0 0.0 0.0
H 0.8455 3.6458 -0.8357 0.0 0.0 0.0
H 0.9924 1.9613 -1.3517 0.0 0.0 0.0
H 2.2675 3.1119 1.2048 0.0 0.0 0.0
H 2.4073 1.4418 0.6711 0.0 0.0 0.0
H 0.8708 0.6688 3.4872 0.0 0.0 0.0
H -0.2571 1.9578 3.8649 0.0 0.0 0.0
H 2.7714 2.2354 3.3190 0.0 0.0 0.0
H 1.9819 2.4085 4.8799 0.0 0.0 0.0
H 1.7225 3.6264 3.6295 0.0 0.0 0.0
H -1.8171 3.0047 1.8898 0.1 0.0 0.0
H -1.1650 3.2818 0.3003 0.0 0.0 0.0
H -0.2288 4.6542 2.8988 0.0 0.0 0.0
H -1.0821 5.4178 1.5638 0.0 0.0 0.0
H 0.5835 4.8786 1.3461 0.0 0.0 0.0
F -2.3508 0.8193 2.7668 0.1 0.0 0.1
B -3.7148 0.9980 2.3658 -0.1 0.0 -0.1
F -4.1453 -0.1986 1.7615 0.0 0.0 -0.1
F -4.4898 1.3226 3.4636 0.0 0.0 0.0
F -3.7359 2.0369 1.4106 -0.1 0.0 -0.1
C -5.7664 0.4317 -1.0341 0.1 0.0 0.1
N -4.4308 0.3700 -1.6175 -0.1 -0.1 0.0
C -3.9017 -0.9808 -1.7291 0.0 0.1 0.0
C -3.6368 1.4472 -1.7375 0.2 0.1 0.0
S -1.9480 1.3366 -1.7688 -0.1 0.1 0.0
N -4.2706 2.6465 -1.8960 0.0 -0.1 -0.1
C -3.5311 3.8851 -1.7647 0.1 0.0 0.1
C -5.4301 2.7569 -2.7695 0.0 0.0 0.0
H -5.8064 -0.2817 -0.2121 0.0 0.0 0.0
H -6.5356 0.1896 -1.7726 0.0 0.0 0.0
H -5.9449 1.4144 -0.6102 0.0 0.0 0.0
H -4.6950 -1.6198 -2.1192 0.0 0.0 0.0
H -3.6010 -1.3545 -0.7493 0.0 0.0 0.0
H -3.0540 -0.9955 -2.4083 0.0 0.0 0.0
H -2.8702 3.8406 -0.9061 0.0 0.0 0.0
H -4.2505 4.6916 -1.6142 0.0 0.0 0.0
H -2.9286 4.0977 -2.6540 0.0 0.0 0.0
H -5.7055 1.7856 -3.1671 0.0 0.0 0.0
H -5.1816 3.4077 -3.6132 0.0 0.0 0.0
H -6.2907 3.1823 -2.2479 0.0 0.0 0.0
```
Positions in Å, forces in eV/Å.



Entry 2:
Here is 2 unconnected molecules or ions with the total composition C4H12 at a distorted geometry from OMol25. Energies are from ωB97M-V/def2-TZVPD.

Calculated values
SMILES: CC.CC
Lowest unoccupied orbital energy (eV): 1.1214
HOMO (eV): -11.004
Gap between HOMO and LUMO (eV): 12.12
ΔE to the lowest compared entry with this formula, charge and spin (kcal per mole): 33.3
Molar mass (g mol⁻¹): 60.140

```
16
Properties=species:S:1:pos:R:3:forces:R:3
C 1.8478 1.2778 -0.2949 1.8 2.0 3.4
C 1.3358 0.9436 1.2164 0.3 0.3 -4.1
H 2.9588 1.6179 -0.2125 -2.0 -0.2 -0.3
H 1.8995 0.4715 -0.9030 -0.1 -2.8 -1.8
H 1.2472 2.0289 -0.7938 0.0 0.3 0.1
H 1.9582 1.5236 1.7931 1.6 0.6 1.9
H 1.2873 -0.1131 1.3917 0.1 -0.2 0.4
H 0.4087 1.4318 1.2745 -1.6 0.1 0.4
C -2.2325 -1.6011 -0.4295 -0.8 -0.2 -2.8
C -1.0628 -0.6533 -0.3672 1.6 -2.2 -1.5
H -1.9880 -2.6404 -0.9025 -0.3 2.0 0.6
H -2.5538 -1.8427 0.5943 -0.7 0.5 -0.6
H -2.8966 -0.9896 -1.1795 -0.1 -1.9 1.9
H -1.2909 0.2082 0.1833 0.1 1.0 1.2
H -0.6354 -0.3364 -1.3331 -0.7 0.0 0.0
H -0.2835 -1.3266 -0.0374 0.9 0.8 1.1
```
Positions in Å, forces in eV/Å.



Entry 3:
Here is a single C2H2S4 molecule at a distorted geometry from OMol25. Energies are from ωB97M-V/def2-TZVPD.

Calculated values
SMILES: S=C(S)C(=S)S
Lowest unoccupied orbital energy (eV): -1.8013
HOMO (eV): -8.911
Gap between HOMO and LUMO (eV): 7.11
ΔE to the lowest compared entry with this formula, charge and spin (kcal per mole): 4.3
Molar mass (g mol⁻¹): 154.306

```
8
Properties=species:S:1:pos:R:3:forces:R:3
S -2.0486 0.1346 0.5432 -0.9 0.1 0.2
C -0.6138 0.4687 -0.0842 1.3 -0.2 -1.0
S -0.3284 1.9344 -0.9703 -0.8 0.1 0.4
C 0.5953 -0.5433 -0.0393 -1.4 0.8 1.2
S 1.9634 -0.3127 -0.8378 0.7 -0.2 -0.4
S 0.4132 -1.7964 1.1223 -0.6 -0.6 0.2
H 0.9767 1.7550 -1.1363 0.5 -0.1 -0.1
H -0.9579 -1.6404 1.4025 1.3 0.1 -0.4
```
Positions in Å, forces in eV/Å.



Entry 4:
Here is a molecular structure, C5H5FeO15 at a distorted geometry from OMol25. Energies are from ωB97M-V/def2-TZVPD.

Calculated values
2S+1: 6
Total charge: -2
Lowest unoccupied orbital energy (spin up / spin down) (eV): 5.1721 / 5.1613
HOMO (spin up / spin down) (eV): -2.907 / -2.851
Gap between HOMO and LUMO (spin up / spin down) (eV): 8.08 / 8.01
<S²>: 8.756
ΔE to the lowest compared entry with this formula, charge and spin (kcal per mole): 29.5
Molar mass (g mol⁻¹): 360.925

```
26
Properties=species:S:1:pos:R:3:forces:R:3
Fe 0.0351 -0.0080 -0.0380 0.1 0.2 0.3
O 2.0378 0.3944 -3.2855 0.8 -0.4 -0.6
C 2.3818 -0.2635 -2.1478 -0.3 -1.3 2.0
O 3.2981 -1.1010 -2.2003 -0.2 0.7 -0.6
O 1.7011 -0.0014 -1.1098 -0.1 0.4 -0.2
H 2.6818 -0.0883 -3.8420 -0.4 0.6 -0.4
O -1.5015 -3.3633 -1.4176 -0.1 0.9 -0.1
C -0.9296 -2.1957 -1.0309 2.6 2.0 1.0
O -0.9107 -1.1209 -1.6798 -2.2 0.0 -2.3
O -0.2210 -2.1012 -0.0065 -0.4 -2.4 1.7
H -1.9530 -3.1254 -2.2389 0.0 -0.1 0.0
O 1.9473 -2.3165 2.7201 0.3 0.6 -0.9
C 1.9814 -0.9371 2.4374 -0.7 1.0 2.2
O 2.6960 -0.3174 3.2624 0.3 -0.2 -0.9
O 1.1843 -0.4306 1.6277 -0.1 -0.3 -0.8
H 2.6806 -2.2555 3.3528 -0.2 -0.6 0.1
O -3.8045 0.9485 0.7153 0.0 -0.6 -1.1
C -2.6946 0.7699 1.4838 1.9 1.2 2.7
O -1.6966 0.0971 1.1047 -0.6 -0.6 -1.6
O -2.7100 1.3494 2.5954 -0.8 -0.2 -0.7
H -4.3168 1.5685 1.2444 0.0 0.0 0.1
O -0.6317 3.8980 -0.5669 0.0 0.2 0.0
C -0.3810 2.5905 -0.4762 0.5 -4.6 0.5
O -0.7460 1.7078 -1.2858 -1.4 1.4 -2.3
O 0.2230 2.0490 0.4939 1.1 2.2 2.0
H -0.3513 4.2528 0.2880 0.1 0.0 0.0
```
Positions in Å, forces in eV/Å.



Entry 5:
Here is a molecular structure, C40H59N4O3SSiSr from OMol25. Energies are from ωB97M-V/def2-TZVPD.

Calculated values
Total charge: +1
Lowest unoccupied orbital energy (eV): -2.3771
HOMO (eV): -10.196
Gap between HOMO and LUMO (eV): 7.82
ΔE to the lowest compared entry with this formula, charge and spin (kcal per mole): 0.0
Molar mass (g mol⁻¹): 791.710

```
109
Properties=species:S:1:pos:R:3:forces:R:3
Sr 0.3092 -0.6463 -1.0732 0.7 0.4 0.3
C -1.5915 1.9604 -1.9345 0.0 -0.1 0.1
N -0.9314 1.8346 -0.6168 -0.2 -0.1 -0.2
C -1.9174 1.8103 0.4755 0.1 -0.1 0.0
C -2.4700 0.4355 0.8068 0.3 0.0 -0.1
C -3.8034 0.2615 1.1303 -0.1 0.0 0.0
C -4.2441 -0.9957 1.5160 -0.1 0.0 0.0
C -3.3411 -2.0432 1.5624 0.0 0.0 0.0
C -2.0277 -1.7870 1.2132 0.1 0.2 -0.1
N -1.5914 -0.5759 0.8452 -0.2 -0.1 -0.1
C 0.0151 2.9361 -0.4276 0.1 -0.1 -0.1
C 1.2451 2.8460 -1.3069 -0.1 -0.2 0.1
C 1.8553 3.9958 -1.7801 0.0 0.1 0.0
C 3.0454 3.8892 -2.4819 0.0 0.1 0.0
C 3.5945 2.6357 -2.6903 0.0 0.0 0.0
C 2.9133 1.5396 -2.1994 -0.2 -0.1 0.1
N 1.7580 1.6271 -1.5296 0.0 0.1 -0.1
C -2.5339 0.8103 -2.2000 0.3 -0.2 0.0
C -3.8764 0.9992 -2.4486 -0.1 0.0 0.0
C -4.6844 -0.1177 -2.6296 -0.1 0.1 0.0
C -4.1213 -1.3769 -2.5611 0.0 -0.1 0.0
C -2.7553 -1.4856 -2.3413 0.1 0.3 0.1
N -1.9757 -0.4130 -2.1600 -0.6 0.0 -0.2
H -0.8150 1.9650 -2.7033 0.0 0.0 0.0
H -2.1337 2.9110 -2.0077 0.0 0.0 0.0
H -2.7422 2.5083 0.2875 0.0 0.0 0.0
H -1.4083 2.1666 1.3702 0.0 0.0 0.1
H -4.4876 1.0995 1.0756 0.0 0.0 0.0
H -5.2850 -1.1558 1.7687 0.0 0.0 0.0
H -3.6421 -3.0410 1.8505 0.0 0.0 0.0
H -1.2909 -2.5837 1.2097 0.0 0.0 0.0
H 0.3530 2.9005 0.6109 0.0 0.0 0.0
H -0.4654 3.9118 -0.5733 0.0 0.0 0.0
H 1.4053 4.9626 -1.5926 0.0 0.0 0.0
H 3.5394 4.7755 -2.8599 0.0 0.0 0.0
H 4.5225 2.5032 -3.2296 0.0 0.0 0.0
H 3.3094 0.5396 -2.3413 0.0 0.0 0.0
H -4.2873 2.0001 -2.4879 0.0 0.0 0.0
H -5.7448 0.0011 -2.8165 0.0 0.0 0.0
H -4.7180 -2.2695 -2.6903 0.0 0.0 0.0
H -2.2520 -2.4469 -2.3089 0.0 0.0 0.0
C 5.3129 -2.2919 0.8763 0.0 0.0 0.0
C 3.9390 -2.6435 0.2915 0.0 0.1 0.0
C 3.7386 -4.1528 0.3135 0.0 -0.1 0.0
C 2.8597 -1.8635 1.0225 0.1 0.0 0.1
C 1.9725 -2.4521 1.9200 0.0 0.0 0.0
C 1.1260 -1.6753 2.7030 0.0 0.0 0.0
C 1.1077 -0.2866 2.6066 0.1 0.0 0.0
C 0.2351 0.5370 3.5154 0.1 0.0 0.0
C 1.9556 0.3046 1.6681 0.0 -0.1 0.1
C 2.8244 -0.4731 0.9085 0.0 0.0 -0.1
H 6.1025 -2.8181 0.3363 0.0 0.0 0.0
H 5.3620 -2.5928 1.9261 0.0 0.0 0.0
H 5.5234 -1.2215 0.8262 0.0 0.0 0.0
H 3.9295 -2.3071 -0.7500 0.0 0.0 0.0
H 3.9217 -4.5537 1.3158 -0.1 0.0 -0.1
H 4.4538 -4.6308 -0.3595 0.0 0.0 0.0
H 2.7374 -4.4385 -0.0098 0.0 0.0 0.0
H 1.9686 -3.5281 2.0433 0.0 0.0 0.0
H 0.4822 -2.1623 3.4286 0.0 0.0 0.0
H -0.7153 0.7781 3.0411 -0.1 0.0 -0.1
H 0.7196 1.4744 3.7936 0.0 0.0 0.0
H 0.0007 -0.0043 4.4318 0.0 0.0 0.0
H 2.0008 1.3868 1.5897 0.0 0.0 0.0
H 3.5408 0.0075 0.2484 -0.1 0.1 0.0
C -1.7849 -5.4106 -3.6972 0.0 -0.1 0.1
C -1.6025 -4.4279 -4.8420 0.2 0.1 0.1
C -0.8795 -5.0910 -6.0077 0.0 0.0 -0.1
C -2.9396 -3.8837 -5.3058 -0.2 0.1 -0.1
O -0.8641 -3.2756 -4.3820 0.1 0.0 0.0
Si 0.5936 -3.1287 -3.6311 -0.2 0.0 0.2
S 0.5189 -3.3412 -1.5709 -0.1 -0.5 0.0
O 1.5854 -4.1958 -4.3628 0.2 0.1 -0.2
C 2.8972 -4.7158 -4.0616 -0.2 0.1 0.1
C 3.7481 -3.6514 -3.3806 0.1 0.1 0.0
C 3.5007 -5.1142 -5.3930 0.1 0.0 -0.2
C 2.7225 -5.9285 -3.1614 0.0 -0.1 0.1
O 1.0504 -1.5357 -3.9035 -0.1 0.0 0.1
C 1.1111 -0.8111 -5.1620 -0.1 -0.2 0.1
C 2.5363 -0.3253 -5.3459 0.2 0.0 -0.1
C 0.7218 -1.6769 -6.3545 -0.1 0.0 -0.1
C 0.1496 0.3566 -5.0175 -0.1 0.1 0.0
H -2.4002 -6.2522 -4.0241 0.0 0.0 0.0
H -2.2721 -4.9313 -2.8438 0.0 0.0 0.0
H -0.8226 -5.7977 -3.3523 0.0 0.0 0.0
H -1.5010 -5.8911 -6.4176 0.0 0.0 0.0
H 0.0745 -5.5128 -5.6939 -0.1 0.0 0.0
H -0.6890 -4.3633 -6.7999 0.0 0.0 0.0
H -3.5937 -4.6956 -5.6286 0.0 0.0 0.0
H -2.8005 -3.1974 -6.1434 0.0 0.0 0.0
H -3.4312 -3.3400 -4.4970 0.0 0.0 0.0
H 3.8767 -2.7840 -4.0339 0.0 -0.1 0.0
H 4.7379 -4.0508 -3.1442 0.0 0.0 0.0
H 3.2740 -3.3278 -2.4526 0.0 0.0 0.0
H 3.7031 -4.2334 -6.0081 0.0 0.0 0.0
H 2.8089 -5.7628 -5.9331 0.0 0.0 0.0
H 4.4388 -5.6536 -5.2424 0.0 0.0 0.0
H 2.1812 -5.6506 -2.2557 0.0 0.0 0.0
H 3.6945 -6.3406 -2.8784 0.0 0.0 0.0
H 2.1573 -6.7047 -3.6825 0.0 0.0 0.0
H 3.2157 -1.1694 -5.4854 -0.1 0.0 0.0
H 2.8630 0.2465 -4.4801 0.0 0.0 0.0
H 2.6089 0.3190 -6.2253 0.0 0.0 0.0
H 1.3158 -2.5942 -6.3895 0.0 0.1 0.0
H 0.9094 -1.1128 -7.2701 0.0 0.0 0.0
H -0.3322 -1.9515 -6.3228 0.1 0.0 0.0
H 0.4797 1.0109 -4.2014 0.0 0.0 0.0
H -0.8538 -0.0151 -4.7960 0.0 0.0 0.0
H 0.1099 0.9545 -5.9312 0.0 0.0 0.0
```
Positions in Å, forces in eV/Å.



Entry 6:
Here is a molecular structure, C7H12N5O at a distorted geometry from OMol25. Energies are from ωB97M-V/def2-TZVPD.

Calculated values
Total charge: -1
Lowest unoccupied orbital energy (eV): 3.4145
HOMO (eV): -5.709
Gap between HOMO and LUMO (eV): 9.12
ΔE to the lowest compared entry with this formula, charge and spin (kcal per mole): 15.4
Molar mass (g mol⁻¹): 182.207

```
25
Properties=species:S:1:pos:R:3:forces:R:3
C 0.5232 1.3780 1.1673 1.5 -3.7 -3.7
C 0.6645 -1.3813 0.7168 0.7 -0.5 2.0
C 1.6610 -1.1076 1.8322 0.0 0.8 1.3
C -1.3393 1.1330 -1.0212 -1.2 -3.5 1.5
C 0.1994 -0.4221 -2.1842 1.0 1.1 3.5
C -1.7177 -1.3730 -0.8574 1.2 1.2 -1.8
C -0.6782 -0.2075 -0.9139 -0.8 -1.0 -1.0
N 1.7064 1.9905 0.8835 -1.1 -1.5 0.3
N -0.2032 1.9047 2.0733 -0.8 0.3 0.1
N 1.6865 2.9786 1.7759 -0.6 0.3 -0.8
N 0.5437 2.9765 2.3999 0.1 0.7 1.8
N 0.0753 -0.2776 0.2934 1.2 4.9 1.6
O 0.3546 -2.5402 0.4202 0.5 0.3 -0.5
H 2.2747 -0.1655 1.6645 -0.7 -1.4 0.1
H 2.2949 -2.0078 1.9794 -0.5 0.6 0.1
H 0.9966 -0.8608 2.7553 1.3 -0.7 -1.3
H -0.5982 1.7793 -1.0879 2.9 3.6 -0.4
H -1.9846 1.0937 -1.7987 -1.6 0.2 -3.2
H -1.9955 1.2943 -0.2295 -0.7 0.6 2.0
H 0.9681 -1.0586 -1.8306 0.8 -1.1 -0.3
H 0.6896 0.4380 -2.5605 0.4 1.3 0.0
H -0.3325 -0.8071 -2.9427 -2.0 -1.7 -2.7
H -2.0642 -1.4138 0.1206 -0.8 -0.4 1.8
H -2.5199 -1.0538 -1.5034 -0.5 -0.4 -0.5
H -1.2051 -2.2896 -1.1522 -0.6 0.0 0.1
```
Positions in Å, forces in eV/Å.